177
Properties=species:S:1:pos:R:3 method="wB97M-V/def2-TZVPD" e_tot_ev=-117175.9441 total_charge=-1 orbital_gap_ev=8.53
P 0.166 1.423 -0.147
F 1.566 1.769 0.535
F 0.670 -0.088 -0.428
F -0.434 0.962 1.297
F -1.275 1.180 -0.920
F -0.397 2.936 0.184
F 0.696 1.980 -1.557
C -2.281 -3.180 -1.232
O -3.168 -3.011 -0.152
C -3.913 -1.809 -0.241
C -4.547 -1.620 1.120
N -5.743 -2.390 1.490
C -6.910 -2.171 0.615
C -7.336 -0.732 0.590
O -8.514 -0.582 -0.163
C -9.066 0.690 -0.271
H -2.845 -3.433 -2.139
H -1.574 -4.001 -1.102
H -1.703 -2.266 -1.391
H -4.692 -1.913 -1.007
H -3.321 -0.910 -0.444
H -4.873 -0.583 1.238
H -3.772 -1.711 1.882
H -5.478 -3.368 1.426
H -7.702 -2.815 1.000
H -6.691 -2.500 -0.407
H -6.545 -0.105 0.150
H -7.430 -0.256 1.576
H -9.621 1.049 0.603
H -9.798 0.599 -1.079
H -8.360 1.462 -0.597
C 2.398 -2.290 -1.465
O 2.844 -1.859 -2.740
C 2.496 -0.532 -3.082
C 3.283 -0.102 -4.333
N 3.296 1.319 -4.612
C 1.977 1.936 -4.755
C 2.086 3.434 -4.973
O 2.475 4.151 -3.812
C 2.779 5.500 -4.037
H 1.312 -2.239 -1.363
H 2.862 -1.843 -0.583
H 2.672 -3.343 -1.389
H 2.726 0.146 -2.253
H 1.420 -0.534 -3.282
H 2.908 -0.661 -5.191
H 4.314 -0.382 -4.110
H 3.874 1.947 -4.074
H 1.374 1.670 -3.878
H 1.459 1.529 -5.629
H 1.126 3.776 -5.375
H 2.835 3.673 -5.738
H 2.818 5.984 -3.057
H 2.038 6.110 -4.564
H 3.758 5.612 -4.514
C 1.962 -6.695 0.814
O 1.724 -5.344 0.590
C 0.524 -4.948 1.228
C 0.514 -3.445 1.512
N -0.172 -3.102 2.779
C -0.378 -1.649 2.808
C -0.875 -1.182 4.176
O -0.079 -1.746 5.206
C -0.785 -1.901 6.413
H 1.948 -6.988 1.870
H 2.878 -7.063 0.348
H 1.208 -7.359 0.358
H 0.327 -5.508 2.149
H -0.323 -5.180 0.568
H 0.018 -2.929 0.681
H 1.550 -3.104 1.546
H -1.085 -3.538 2.672
H -1.093 -1.356 2.036
H 0.594 -1.171 2.670
H -1.912 -1.515 4.320
H -0.940 -0.092 4.249
H -1.022 -0.904 6.810
H -0.143 -2.417 7.122
H -1.752 -2.395 6.272
C 1.831 4.985 3.098
O 1.669 4.012 4.114
C 1.724 2.699 3.583
C 1.608 1.650 4.670
N 2.867 1.585 5.460
C 2.620 0.972 6.777
C 3.804 1.312 7.701
O 3.727 2.700 7.998
C 4.625 3.072 8.989
H 1.882 5.985 3.516
H 1.069 4.896 2.318
H 2.783 4.749 2.605
H 2.637 2.572 2.990
H 0.880 2.631 2.887
H 1.506 0.654 4.226
H 0.766 1.851 5.329
H 3.521 0.990 4.940
H 2.434 -0.104 6.667
H 1.705 1.399 7.188
H 4.734 1.015 7.214
H 3.578 0.807 8.646
H 4.597 4.144 9.183
H 5.668 2.890 8.681
H 4.578 2.551 9.955
C 3.936 -7.130 -3.612
O 2.761 -6.442 -3.959
C 2.148 -5.874 -2.810
C 0.820 -5.210 -3.160
N 0.983 -4.207 -4.229
C -0.346 -3.912 -4.824
C -0.554 -2.412 -5.079
O -0.630 -1.741 -3.835
C -1.225 -0.445 -3.907
H 4.127 -7.878 -4.385
H 3.816 -7.757 -2.719
H 4.810 -6.488 -3.486
H 2.857 -5.249 -2.261
H 1.887 -6.692 -2.124
H 0.456 -4.698 -2.262
H 0.111 -6.000 -3.409
H 1.099 -3.346 -3.691
H -1.149 -4.186 -4.129
H -0.440 -4.446 -5.771
H -1.433 -2.293 -5.718
H 0.363 -1.963 -5.488
H -2.194 -0.490 -4.406
H -0.472 0.169 -4.412
H -1.375 0.011 -2.929
C 3.755 -0.221 2.170
C 5.031 0.430 2.690
O 5.030 0.293 4.132
O 3.876 -1.673 2.168
H 3.527 0.100 1.153
H 2.908 0.064 2.795
H 4.954 1.489 2.428
H 5.949 0.003 2.289
H 5.947 0.247 4.414
H 3.510 -1.830 3.048
C -1.587 4.932 -4.352
C -0.566 4.610 -3.275
O -1.241 4.197 -2.085
O -2.367 3.840 -4.803
H -1.031 5.377 -5.183
H -2.283 5.710 -4.016
H 0.024 5.510 -3.064
H 0.043 3.733 -3.508
H -0.681 3.511 -1.697
H -2.668 3.322 -4.034
C -4.567 1.489 -2.310
C -5.507 1.707 -3.527
O -6.734 1.034 -3.281
O -3.309 2.074 -2.553
H -4.529 0.420 -2.072
H -5.057 1.970 -1.452
H -5.074 1.066 -4.306
H -5.590 2.756 -3.800
H -6.726 0.165 -3.673
H -2.773 1.912 -1.758
C 4.466 2.259 0.142
C 3.745 3.284 -0.747
O 4.234 3.264 -2.068
O 5.616 2.836 0.788
H 4.837 1.395 -0.407
H 3.798 2.131 0.997
H 3.757 4.296 -0.324
H 2.691 2.988 -0.844
H 3.664 3.718 -2.726
H 6.405 2.540 0.331
C -5.048 2.602 1.744
C -3.620 2.296 1.250
O -3.002 1.253 1.948
O -5.445 3.868 1.238
H -5.049 2.687 2.834
H -5.772 1.876 1.377
H -3.025 3.215 1.340
H -3.608 2.099 0.173
H -2.050 1.178 1.784
H -4.955 4.564 1.683